Density functional theory data (wB97M-V/def2-TZVPD) for a 31-piece molecular cluster, C21H92INO33Si overall at a distorted geometry.

electronic energy	-3979.9892	Eh
E_LUMO	-0.041	Ha
HOMO energy	-8.99	eV

CARTESIAN COORDINATES (ANGSTROEM)
C  2.837  -4.456  -0.046
C  2.572  -4.780  -1.602
C  1.275  -4.083  -2.240
C  0.005  -4.980  -1.768
C  1.107  -2.528  -1.939
C  -0.314  -1.954  -1.545
C  -0.574  -0.419  -1.280
C  -2.007  0.226  -0.926
C  -3.005  -0.733  -0.122
O  -4.373  -0.204  -0.030
Si  -4.494  1.072  1.148
C  -3.501  0.780  2.756
C  -3.902  2.779  0.439
C  -6.329  1.386  1.705
C  0.612  0.557  -1.383
C  2.027  0.026  -1.758
C  2.257  -1.469  -2.045
C  3.743  -1.900  -2.478
C  3.005  1.280  -1.761
O  4.154  1.450  -2.222
N  2.200  2.272  -0.997
C  2.527  2.397  0.456
C  3.054  3.912  0.720
C  3.599  4.566  -0.638
I  1.477  5.242  1.490
C  0.731  2.132  -1.214
O  -0.141  3.019  -1.292
H  2.761  -5.463  0.513
H  3.948  -4.172  0.038
H  2.164  -3.653  0.403
H  2.422  -5.918  -1.724
H  3.485  -4.527  -2.256
H  1.334  -4.205  -3.373
H  -0.234  -4.729  -0.666
H  0.244  -6.091  -1.796
H  -0.909  -4.818  -2.441
H  -1.250  -2.615  -1.467
H  -2.511  0.462  -1.942
H  -1.794  1.224  -0.418
H  -3.096  -1.709  -0.732
H  -2.593  -1.070  0.905
H  -3.772  1.536  3.585
H  -2.389  0.945  2.533
H  -3.607  -0.283  3.159
H  -2.795  2.906  0.736
H  -3.905  2.661  -0.703
H  -4.567  3.639  0.776
H  -6.357  2.378  2.288
H  -7.035  1.536  0.815
H  -6.676  0.553  2.417
H  3.688  -2.549  -3.414
H  4.188  -2.575  -1.653
H  4.440  -0.996  -2.580
H  1.607  2.256  1.142
H  3.310  1.636  0.813
H  3.904  3.910  1.504
H  2.775  4.776  -1.412
H  4.084  5.588  -0.425
H  4.412  3.886  -1.077
O  -6.006  3.877  -1.613
H  -6.343  3.029  -1.930
H  -5.740  4.340  -2.419
O  -6.561  2.160  4.528
H  -7.224  1.700  5.058
H  -7.057  2.866  4.096
O  2.811  8.320  2.968
H  2.493  7.468  2.639
H  3.057  8.801  2.168
O  -1.098  -2.172  -4.827
H  -1.602  -1.401  -5.115
H  -1.045  -2.072  -3.865
O  5.143  7.884  -0.471
H  6.020  7.934  -0.070
H  5.220  8.422  -1.269
O  1.437  7.275  -1.828
H  1.073  6.617  -2.433
H  1.278  6.899  -0.951
O  -2.416  1.193  5.924
H  -3.376  1.280  5.862
H  -2.207  1.524  6.810
O  4.921  -6.739  0.720
H  5.277  -7.211  -0.041
H  5.704  -6.433  1.190
O  4.743  -2.234  0.515
H  5.681  -2.038  0.397
H  4.319  -1.365  0.503
O  -2.735  -1.732  5.605
H  -2.682  -1.761  4.643
H  -2.745  -0.784  5.811
O  -6.555  -2.503  0.145
H  -6.320  -2.545  -0.790
H  -6.076  -1.733  0.470
O  3.114  0.721  3.150
H  2.632  1.377  3.669
H  2.786  -0.125  3.479
O  -1.776  -7.008  -1.177
H  -1.994  -6.832  -0.253
H  -2.633  -7.161  -1.594
O  -3.754  -5.357  -2.571
H  -3.538  -5.019  -3.451
H  -4.545  -4.861  -2.314
O  -0.735  0.699  8.259
H  -0.565  -0.240  8.402
H  -0.488  1.113  9.098
O  7.388  -6.327  -0.250
H  8.259  -6.266  0.162
H  7.470  -5.789  -1.048
O  -8.213  0.065  -0.452
H  -7.746  -0.436  0.227
H  -9.123  0.100  -0.132
O  1.806  -4.228  -5.519
H  2.118  -4.193  -6.432
H  0.951  -3.776  -5.546
O  -6.136  -5.150  -0.698
H  -6.619  -4.485  -0.184
H  -6.475  -5.993  -0.368
O  0.258  7.196  4.920
H  0.597  6.721  4.152
H  1.053  7.495  5.379
O  7.420  2.523  -2.776
H  6.488  2.362  -2.972
H  7.410  2.901  -1.886
O  -4.862  6.641  -2.376
H  -4.392  6.144  -1.694
H  -5.772  6.675  -2.055
O  -5.207  -8.028  -0.566
H  -5.531  -8.879  -0.887
H  -4.948  -7.557  -1.370
O  0.837  2.025  10.305
H  1.709  2.055  10.716
H  0.940  2.549  9.500
O  -1.700  8.131  7.500
H  -2.446  8.645  7.168
H  -1.112  8.055  6.736
O  -1.433  -6.097  -4.470
H  -1.786  -6.759  -5.080
H  -1.596  -6.473  -3.594
O  8.568  0.770  -5.322
H  8.087  1.429  -4.803
H  8.236  -0.073  -4.994
O  -1.828  -6.979  -7.565
H  -1.592  -7.007  -8.500
H  -1.375  -6.193  -7.233
O  7.560  2.383  0.180
H  8.044  1.891  0.853
H  6.652  2.394  0.506
O  5.047  5.152  -4.160
H  4.563  5.804  -3.637
H  4.719  4.304  -3.837